Entry 1:
ORCA calculation (wB97M-V/def2-TZVPD) on a structure of composition C37H43CoN7O2Se2Te2 at a distorted geometry.

```
94
Properties=species:S:1:pos:R:3:forces:R:3:lowdin_spin:R:1
Co 0.1778 0.0924 0.3084 -2.7 -2.2 -0.3 2.47
C 1.4938 -1.7747 -4.7794 0.0 0.0 0.1 0.00
C 0.6840 -0.7025 -4.0476 0.0 -0.1 0.0 0.00
C -0.6579 -0.4483 -4.7373 0.1 0.0 0.2 0.00
C 1.5227 0.5488 -3.9170 0.0 0.1 0.2 0.00
C 1.7678 1.3034 -5.0509 -0.1 0.0 -0.1 0.00
C 2.5968 2.4061 -5.0119 0.0 0.1 -0.2 0.00
C 3.2109 2.7416 -3.8226 0.0 0.0 -0.1 0.00
C 3.0129 2.0050 -2.6628 -0.1 -0.1 -0.1 0.00
C 3.8230 2.3886 -1.4451 0.0 -0.1 0.3 0.00
C 3.6411 3.8625 -1.0897 -0.2 -0.2 0.0 0.00
C 5.3005 2.0710 -1.6770 -0.1 -0.1 0.0 0.00
C 2.1375 0.9038 -2.7021 0.1 0.0 -0.1 0.00
N 1.8978 0.1170 -1.5590 -0.1 -0.7 0.2 0.03
C 2.6298 -0.9854 -1.5123 -0.4 0.9 -0.3 0.00
O 3.4930 -1.3414 -2.3333 0.6 -0.5 -0.1 0.00
C 2.3262 -1.9078 -0.3705 0.1 -0.2 0.1 0.00
C 2.9766 -3.1349 -0.3052 0.1 0.0 0.0 0.00
C 2.6385 -4.0238 0.6970 0.0 0.1 0.0 0.00
C 1.6557 -3.6577 1.5990 0.0 0.0 0.2 0.00
C 1.0582 -2.4117 1.4819 0.3 -0.3 -0.2 0.00
N 1.3962 -1.5579 0.5149 -0.1 -1.1 -0.2 0.04
C -0.0440 -2.0277 2.4211 -0.7 0.7 0.3 0.00
O -0.3868 -2.8301 3.3038 0.3 -0.5 0.4 0.00
N -0.5651 -0.8341 2.1871 0.3 -0.4 -0.8 0.04
C -1.6520 -0.4211 2.9691 -0.2 0.0 0.2 0.00
C -2.9551 -0.8721 2.6835 0.2 0.0 -0.1 0.00
C -4.0194 -0.3806 3.4196 -0.2 0.0 0.0 0.00
C -3.8273 0.5488 4.4235 -0.1 0.1 0.1 0.00
C -2.5456 0.9585 4.7294 -0.2 0.0 0.1 0.00
C -1.4501 0.4726 4.0325 0.1 -0.1 -0.2 0.00
C -0.0737 0.9072 4.4678 0.2 0.0 0.1 0.00
C 0.1757 0.5087 5.9250 0.0 -0.1 -0.1 0.00
C 0.0991 2.4071 4.2501 0.1 -0.2 -0.1 0.00
C -3.2047 -1.9318 1.6364 0.0 -0.1 -0.1 0.00
C -4.4778 -1.6804 0.8201 0.2 0.0 0.0 0.00
C -3.2659 -3.3096 2.3047 0.2 0.0 -0.1 0.00
H 0.9599 -2.7264 -4.7825 -0.1 -0.2 -0.1 0.00
H 2.4450 -1.9045 -4.2657 0.0 -0.1 0.0 0.00
H 1.6904 -1.4785 -5.8096 0.0 0.0 -0.2 0.00
H 0.4732 -1.0876 -3.0473 0.1 0.2 -0.2 0.00
H -0.5274 -0.1207 -5.7676 0.0 0.0 -0.1 0.00
H -1.2190 0.3210 -4.2060 -0.1 0.1 0.0 0.00
H -1.2508 -1.3643 -4.7489 -0.1 -0.1 0.0 0.00
H 1.3209 1.0073 -5.9911 -0.1 0.0 -0.1 0.00
H 2.7810 2.9786 -5.9136 0.0 0.1 0.0 0.00
H 3.8820 3.5889 -3.8006 0.1 0.1 0.0 0.00
H 3.4972 1.7914 -0.5824 0.0 0.1 -0.3 0.00
H 4.0987 4.5120 -1.8337 0.1 0.1 -0.2 0.00
H 4.0799 4.0695 -0.1157 0.0 0.0 0.1 0.00
H 2.5776 4.0996 -1.0302 0.2 0.1 0.0 0.00
H 5.7018 2.6815 -2.4869 0.1 0.1 -0.1 0.00
H 5.4240 1.0233 -1.9438 0.1 -0.1 0.0 0.00
H 5.8631 2.2762 -0.7684 0.1 0.0 0.1 0.00
H 3.7240 -3.3470 -1.0560 0.0 0.0 0.0 0.00
H 3.1324 -4.9843 0.7748 0.0 0.0 0.0 0.00
H 1.3275 -4.2919 2.4074 0.0 -0.1 0.1 0.00
H -5.0224 -0.7333 3.2134 -0.1 0.0 -0.1 0.00
H -4.6746 0.9392 4.9736 0.0 0.0 0.0 0.00
H -2.3923 1.6599 5.5396 0.0 0.1 0.0 0.00
H 0.6830 0.3884 3.8631 -0.3 0.1 0.1 0.00
H -0.4291 1.1028 6.6093 -0.1 0.1 0.1 0.00
H 1.2254 0.6651 6.1690 0.1 0.1 0.1 0.00
H -0.0664 -0.5437 6.0742 0.0 -0.1 0.1 0.00
H -0.7555 2.9738 4.6155 -0.2 0.1 0.1 0.00
H 0.2079 2.6019 3.1823 -0.1 0.2 0.1 0.00
H 1.0046 2.7677 4.7325 0.0 0.1 0.0 0.00
H -2.3541 -1.9334 0.9477 -0.1 0.0 0.1 0.00
H -5.3714 -1.9313 1.3930 -0.1 0.0 0.0 0.00
H -4.4722 -2.3065 -0.0746 0.0 -0.1 0.0 0.00
H -4.5464 -0.6342 0.5197 -0.1 0.0 0.0 0.00
H -4.0889 -3.3503 3.0195 -0.1 0.0 0.0 0.00
H -2.3348 -3.4925 2.8402 -0.1 -0.1 0.0 0.00
H -3.4103 -4.0937 1.5586 0.0 -0.1 -0.1 0.00
N -2.8838 -1.3062 -2.1945 0.6 0.4 0.5 0.00
C -2.1732 -2.4720 -2.3787 -0.1 -0.1 -0.1 0.00
C -1.0268 -2.3430 -1.6576 -0.1 -0.3 -0.1 0.00
N -0.9959 -1.1393 -1.0352 -1.3 0.9 -0.2 0.03
C -2.1374 -0.5250 -1.3506 0.7 -1.9 -0.8 0.00
C -2.4985 0.6679 -0.7070 -0.5 2.1 1.3 0.00
N -1.7754 1.1282 0.3155 -1.4 -1.2 -1.0 0.04
C -2.4181 2.2356 0.7757 0.1 0.0 0.2 0.01
C -3.5211 2.4793 0.0212 -0.2 -0.1 0.0 0.00
N -3.5917 1.4722 -0.9148 0.6 -0.3 -0.1 0.00
H -3.7654 -1.0695 -2.6127 0.0 -0.1 0.1 0.00
H -2.5469 -3.2674 -2.9921 0.0 -0.1 -0.1 0.00
H -0.2291 -3.0496 -1.5384 0.2 -0.1 0.0 0.00
H -2.0389 2.7903 1.6122 0.1 0.2 0.1 0.00
H -4.2487 3.2635 0.0667 -0.1 0.1 0.0 0.00
H -4.2606 1.3919 -1.6591 0.0 0.1 0.0 0.00
Se 0.7297 2.3108 -0.0711 0.1 3.3 -2.9 0.07
Te 0.4243 4.5473 0.9295 -0.8 0.8 0.2 0.04
Te 3.3502 2.6570 2.6473 0.5 0.0 0.4 0.12
Se 1.8330 1.0944 1.3836 4.5 0.5 3.5 0.06
```
Positions in Å, forces in eV/Å.

<S²>   3.80
Charge   -2
Kohn-Sham gap (spin up / spin down)   3.83 / 3.85 eV
HOMO energy (spin up / spin down)   -0.46 / -0.48 eV
E_LUMO (spin up / spin down)   3.372 / 3.367 eV
2S+1   4

***

Entry 2:
ORCA calculation (wB97M-V/def2-TZVPD) on a structure of composition C37H43CoN8O5S5 at a distorted geometry.

```
99
Properties=species:S:1:pos:R:3:forces:R:3:lowdin_spin:R:1
Co -0.2987 0.4938 0.3823 -1.0 -0.7 -0.3 2.04
C 1.4176 4.0660 2.0620 -0.1 0.0 0.0 0.00
C 1.3978 2.9606 1.0358 -1.9 0.6 0.5 -0.04
N 0.2589 2.3697 0.7664 1.3 0.2 0.0 0.04
N -0.8003 2.8833 1.4397 0.0 0.9 1.1 0.01
C -1.9723 2.6421 0.9803 0.0 0.2 -0.4 0.01
S -2.3206 1.8480 -0.4809 0.0 -0.2 -0.7 0.03
S -3.2903 3.2352 2.0223 -0.3 0.1 -0.1 0.00
C -4.0724 4.3784 0.8047 0.3 -0.4 0.4 0.00
C -3.3660 5.6864 0.8965 -0.1 0.2 -0.1 0.00
C -2.2898 5.9747 0.0663 -0.1 -0.1 -0.1 0.00
C -1.5967 7.1644 0.2026 0.1 0.1 0.0 0.00
C -1.9657 8.0798 1.1743 0.1 0.1 0.0 0.00
C -3.0207 7.7879 2.0228 -0.1 0.1 0.1 0.00
C -3.7156 6.6019 1.8851 0.0 0.0 -0.1 0.00
C 2.6144 2.6779 0.3183 0.7 -0.7 -0.7 0.00
C 3.7170 3.5377 0.5369 -0.4 -0.3 0.1 -0.01
C 4.9067 3.4349 -0.1398 0.3 -0.1 -0.3 0.00
C 5.0773 2.4524 -1.1018 -0.2 0.2 0.3 -0.02
C 4.0374 1.5752 -1.3375 -0.2 -0.3 -0.2 0.00
C 2.8441 1.6623 -0.6405 0.6 0.9 0.4 0.00
O 1.8069 0.6876 -0.9459 1.6 -0.2 -0.7 0.03
H 0.4298 4.1339 2.5072 0.2 0.0 0.0 0.00
H 1.6526 5.0284 1.6100 0.1 0.1 0.0 0.00
H 2.1332 3.8383 2.8483 0.2 0.0 0.0 0.00
H -5.1198 4.4510 1.0933 0.0 0.0 -0.1 0.00
H -3.9739 3.9011 -0.1704 -0.1 0.1 0.0 0.00
H -1.9898 5.2548 -0.6834 0.0 -0.1 -0.1 0.00
H -0.7593 7.3764 -0.4479 0.0 0.0 -0.1 0.00
H -1.4323 9.0154 1.2718 0.1 0.0 0.0 0.00
H -3.2965 8.4858 2.8018 0.0 0.1 0.0 0.00
H -4.5288 6.3679 2.5594 -0.1 0.0 0.0 0.00
H 3.6175 4.3173 1.2705 -0.1 0.1 0.1 0.00
H 5.7071 4.1290 0.0682 0.0 0.1 0.1 0.00
H 5.9960 2.3604 -1.6576 0.1 0.0 -0.1 0.00
H 4.1656 0.8318 -2.1030 0.0 -0.1 -0.1 0.00
S 1.4975 0.7033 3.3141 1.0 0.4 0.5 0.00
C -0.0651 0.1599 3.3475 -0.7 -0.3 0.5 0.00
N -0.9721 0.1696 2.3888 0.5 0.0 -0.3 0.01
C -2.2266 -0.1459 2.8461 -0.6 -0.4 0.7 0.00
C -3.4344 -0.0020 2.1662 0.1 0.0 0.0 0.00
C -4.6214 -0.3256 2.7900 0.0 -0.1 0.0 0.00
C -4.6435 -0.8100 4.0900 -0.2 -0.1 0.2 0.00
C -3.4649 -0.9411 4.8013 -0.1 0.0 0.0 0.00
C -2.2813 -0.5891 4.1831 0.2 0.0 0.1 0.00
S -0.6980 -0.5130 4.8937 0.0 0.2 -0.6 0.00
H -3.4462 0.4156 1.1736 0.0 0.0 -0.1 0.00
H -5.5486 -0.1853 2.2535 -0.1 0.0 0.0 0.00
H -5.5868 -1.0541 4.5569 -0.1 0.0 0.1 0.00
H -3.4623 -1.2876 5.8245 0.0 0.0 0.1 0.00
C -0.2952 -2.4435 -1.2897 0.2 0.0 -0.1 0.01
C -1.0147 -3.5850 -2.0420 0.0 -0.1 -0.1 0.00
N -2.4261 -3.2766 -2.2084 -0.2 -0.3 -0.1 0.00
C -3.0248 -3.1306 -0.8890 -0.1 -0.1 0.0 0.00
C -2.3015 -2.0217 -0.0956 -0.1 0.1 0.2 0.00
N -1.2489 -1.3951 -0.9083 0.0 -0.1 0.0 0.01
C -1.8619 -0.8774 -2.1419 -0.1 0.2 -0.1 0.00
C -2.5522 -2.0147 -2.9246 0.0 0.0 -0.1 0.00
H 0.4692 -2.0053 -1.9326 0.0 0.0 0.2 0.00
H 0.1767 -2.8083 -0.3740 0.0 0.0 0.1 0.00
H -0.9518 -4.5301 -1.4934 0.1 0.0 0.0 0.00
H -0.5692 -3.7277 -3.0281 0.0 -0.1 0.0 0.00
H -2.9631 -4.0948 -0.3755 0.0 0.0 0.0 0.00
H -4.0828 -2.8907 -1.0221 0.0 0.0 0.0 0.00
H -1.8396 -2.4187 0.8113 0.0 0.1 0.0 0.00
H -3.0059 -1.2492 0.1968 0.1 0.0 0.0 0.00
H -1.0791 -0.4042 -2.7389 0.0 0.0 0.1 0.00
H -2.5898 -0.1165 -1.8622 0.1 0.0 0.0 0.00
H -2.1079 -2.1438 -3.9139 0.0 0.0 0.0 0.00
H -3.6186 -1.8106 -3.0524 0.0 0.0 -0.1 0.00
C 1.1692 -6.6818 -3.4267 0.0 0.1 -0.1 0.00
C 1.6931 -6.2834 -2.0653 0.5 0.7 -0.1 0.00
S 2.8079 -4.8472 -2.3252 -0.5 -0.8 1.0 0.00
O 2.0604 -3.8836 -3.0788 -0.3 0.3 -0.1 0.00
O 4.0511 -5.3639 -2.8141 0.3 -0.2 0.0 0.00
C 3.0006 -4.2463 -0.6003 -0.1 -0.1 -0.9 0.00
C 3.8532 -2.9884 -0.4829 0.5 -0.5 0.0 0.00
N 3.0962 -1.7694 -0.7094 0.1 0.3 0.0 0.00
C 2.3081 -1.2776 0.2896 0.7 -0.1 -0.6 -0.03
N 1.5834 -0.1995 0.2278 -1.1 -0.3 1.4 0.03
C 2.0419 -0.1251 -2.0915 0.5 -0.9 -1.3 0.28
C 2.9614 -1.1812 -1.9758 -1.0 1.0 0.0 0.08
N 3.6425 -1.5893 -3.0958 0.0 0.6 0.4 0.15
O 4.5088 -2.4938 -3.0463 0.3 -0.3 -0.1 0.18
O 3.4003 -0.9541 -4.1451 -0.1 0.1 -0.4 0.17
C 2.2777 -1.9841 1.6099 -0.4 0.1 0.1 -0.01
H 0.3812 -7.4283 -3.3549 0.0 -0.1 0.1 0.00
H 1.9839 -7.0734 -4.0295 0.0 -0.1 -0.1 0.00
H 0.7733 -5.7972 -3.9200 -0.1 0.0 -0.1 0.00
H 2.2843 -7.0655 -1.5981 0.1 0.0 0.1 0.00
H 0.8951 -5.9560 -1.4059 -0.1 0.0 0.1 0.00
H 3.4431 -5.0710 -0.0481 0.0 -0.1 0.0 0.00
H 1.9757 -4.0754 -0.2854 -0.1 -0.1 0.2 0.00
H 4.6310 -3.0463 -1.2515 -0.1 0.2 0.4 0.00
H 4.3193 -2.9341 0.5056 -0.2 -0.1 -0.2 0.00
H 1.9106 0.3946 -3.0219 -0.1 0.1 0.1 0.02
H 3.2632 -1.9672 2.0752 0.0 0.1 0.0 0.00
H 1.9464 -3.0162 1.5329 0.0 -0.1 -0.1 0.00
H 1.6082 -1.4372 2.2683 0.0 -0.1 0.0 0.00
```
Positions in Å, forces in eV/Å.

<S²>   3.88
Charge   -1
Kohn-Sham gap (spin up / spin down)   6.22 / 5.52 eV
HOMO energy (spin up / spin down)   -4.28 / -3.61 eV
E_LUMO (spin up / spin down)   1.937 / 1.911 eV
2S+1   4
Energy relative to the best compared isomer or geometry (same formula, charge and spin)   191.1 kcal per mole

***

Entry 3:
ORCA calculation (wB97M-V/def2-TZVPD) on a cluster of 5 separate species, C37H43F7NO2 in total at a distorted geometry.

```
90
Properties=species:S:1:pos:R:3:forces:R:3:lowdin_spin:R:1
C -2.0957 1.9993 1.0173 0.3 -0.2 -0.5 0.00
C -1.8438 0.6394 0.3183 -0.7 0.9 0.7 0.03
C -2.7803 -0.3938 0.9895 0.2 0.1 0.2 0.00
C -2.1487 0.8138 -1.1994 0.1 -0.8 -0.2 0.02
C -1.0038 0.3109 -2.0887 -0.3 0.0 0.2 0.00
C -1.3854 0.3180 -3.5742 0.0 0.4 0.0 0.00
C -0.8024 1.5127 -4.3042 -0.1 0.1 -0.3 0.00
O 0.6236 1.4440 -4.3032 0.0 0.1 0.2 0.00
C 1.2738 2.6848 -4.3390 -0.1 -0.4 0.0 0.00
C 1.6008 3.2164 -2.9562 0.4 0.4 -0.2 0.00
F 2.4031 2.3901 -2.2695 -0.3 0.0 0.0 0.00
F 2.2724 4.3897 -3.1071 -0.1 -0.2 0.1 0.00
F 0.5202 3.4692 -2.2092 0.0 -0.1 0.0 0.00
C -0.6057 -1.0740 -1.5680 0.2 0.8 -0.1 0.01
C 0.0870 -0.9218 -0.2011 1.1 -0.5 0.2 0.03
C 1.5950 -0.7238 -0.4684 -0.3 -0.5 -0.1 0.00
C -0.0361 -2.2047 0.6418 -0.5 0.2 -0.4 0.01
N -0.4123 0.2900 0.5290 -0.2 0.0 -1.0 0.37
O 0.3769 1.2977 0.5262 0.0 -0.1 0.3 0.52
H -1.7722 2.8099 0.3658 0.1 0.1 0.2 0.00
H -1.5357 2.0658 1.9487 -0.1 -0.1 0.1 0.00
H -3.1610 2.1081 1.1949 0.1 0.0 0.0 0.00
H -3.6541 -0.5873 0.3705 0.0 -0.2 0.0 0.00
H -2.2802 -1.3235 1.2481 -0.1 0.0 -0.2 0.00
H -3.1589 0.0189 1.9254 0.1 0.0 0.1 0.00
H -3.0108 0.1846 -1.4434 -0.1 0.1 0.0 0.00
H -2.4364 1.8385 -1.4365 0.2 0.1 0.0 0.00
H -0.1595 0.9908 -1.9587 0.2 -0.1 0.0 0.00
H -2.4693 0.4132 -3.6944 0.0 -0.2 0.0 0.00
H -1.0702 -0.5942 -4.0842 0.0 0.0 0.1 0.00
H -1.1475 1.5316 -5.3458 0.0 0.0 0.0 0.00
H -1.1453 2.4447 -3.8422 0.1 -0.1 0.1 0.00
H 0.6807 3.4464 -4.8519 0.1 0.0 -0.1 0.00
H 2.2258 2.5455 -4.8520 0.0 0.1 0.0 0.00
H -1.4853 -1.7223 -1.5379 0.0 -0.1 0.1 0.00
H 0.1393 -1.4874 -2.2497 -0.2 -0.3 0.0 0.00
H 1.9568 -1.6728 -0.8708 0.0 0.0 0.0 0.00
H 1.7849 0.0362 -1.2222 0.0 0.2 0.2 0.00
H 2.1503 -0.5409 0.4472 0.0 0.3 0.0 0.00
H 0.6455 -2.9508 0.2345 0.1 0.0 0.1 0.00
H -1.0377 -2.6287 0.5490 0.0 0.0 0.2 0.00
H 0.1988 -2.0216 1.6887 0.0 -0.1 0.0 0.00
F -5.0970 2.8432 1.5032 -0.3 0.1 0.0 0.00
C -5.1880 4.1488 1.8389 0.0 0.1 0.0 0.00
C -6.0861 4.9497 1.1638 -0.1 0.0 -0.1 0.00
C -6.1739 6.2892 1.5145 0.1 0.0 0.1 0.00
C -5.3661 6.8042 2.5193 0.0 0.0 0.0 0.00
C -4.4682 5.9767 3.1796 -0.1 0.0 -0.1 0.00
C -4.3756 4.6340 2.8430 0.1 -0.1 0.1 0.00
H -6.7010 4.5273 0.3805 0.0 0.0 0.0 0.00
H -6.8760 6.9317 1.0002 0.0 0.0 0.0 0.00
H -5.4364 7.8500 2.7867 0.0 0.0 0.0 0.00
H -3.8347 6.3766 3.9599 0.0 0.0 0.0 0.00
H -3.6859 3.9696 3.3462 0.0 0.0 0.0 0.00
F 8.9131 0.9097 -2.5065 0.0 0.0 0.0 0.00
C 7.9419 1.8423 -2.5945 -0.1 0.1 0.0 0.00
C 6.6244 1.4483 -2.4761 0.0 -0.1 0.0 0.00
C 5.6294 2.4121 -2.5644 0.3 0.1 0.0 0.00
C 5.9637 3.7435 -2.7742 0.0 0.0 0.0 0.00
C 7.2964 4.1138 -2.8929 -0.1 -0.1 0.0 0.00
C 8.2996 3.1595 -2.8001 0.1 0.0 0.0 0.00
H 6.3878 0.4047 -2.3172 0.0 0.0 0.0 0.00
H 4.5979 2.1224 -2.4673 -0.1 -0.1 0.0 0.00
H 5.1837 4.4903 -2.8432 0.0 0.0 0.0 0.00
H 7.5588 5.1503 -3.0585 0.0 0.0 0.0 0.00
H 9.3446 3.4262 -2.8833 0.0 0.0 0.0 0.00
F 3.5880 -2.7093 1.2677 0.0 0.0 0.0 0.00
C 3.3544 -3.8610 1.9294 -0.1 -0.1 0.1 0.00
C 3.8477 -5.0461 1.4207 0.1 0.0 -0.1 0.00
C 3.5950 -6.2210 2.1152 -0.1 0.0 0.1 0.00
C 2.8561 -6.1971 3.2916 0.0 0.0 0.0 0.00
C 2.3694 -4.9919 3.7793 0.1 -0.1 -0.1 0.00
C 2.6216 -3.8116 3.0971 -0.1 0.1 0.1 0.00
H 4.4161 -5.0422 0.5003 0.0 0.0 0.0 0.00
H 3.9778 -7.1589 1.7351 0.0 0.0 0.0 0.00
H 2.6594 -7.1173 3.8256 0.0 0.0 0.0 0.00
H 1.7880 -4.9689 4.6906 0.0 0.0 0.0 0.00
H 2.2557 -2.8604 3.4601 0.0 0.0 0.0 0.00
F -0.5245 -4.3216 3.1996 0.0 0.0 0.0 0.00
C -1.7522 -4.7839 2.8947 -0.2 0.0 -0.1 0.00
C -1.8775 -5.7321 1.8991 0.1 -0.1 -0.1 0.00
C -3.1432 -6.2056 1.5858 0.0 0.1 0.1 0.00
C -4.2579 -5.7249 2.2598 0.0 0.0 0.0 0.00
C -4.1062 -4.7681 3.2541 0.0 0.0 -0.1 0.00
C -2.8445 -4.2918 3.5808 0.0 0.1 0.1 0.00
H -0.9949 -6.0868 1.3830 0.0 0.0 0.0 0.00
H -3.2580 -6.9526 0.8118 0.0 0.0 0.0 0.00
H -5.2430 -6.0953 2.0098 0.0 0.0 0.0 0.00
H -4.9729 -4.3885 3.7785 0.0 0.0 0.0 0.00
H -2.7030 -3.5496 4.3552 0.0 0.0 0.0 0.00
```
Positions in Å, forces in eV/Å.

<S²>   0.75
Kohn-Sham gap (spin up / spin down)   8.56 / 9.76 eV
HOMO energy (spin up / spin down)   -7.84 / -9.05 eV
E_LUMO (spin up / spin down)   0.718 / 0.711 eV
2S+1   2

***

Question: Look up the 2S+1 of the first one.
Answer: 4

***

Question: Which of these has the lowest <S²>?
Answer: C37H43F7NO2

***

Question: 2S+1 of number 1 (C37H43CoN7O2Se2Te2)?
Answer: 4